DFT (the ωB97M-V functional and the def2-TZVPD basis) results for 11 unconnected molecules or ions with the total composition C60H140Br3N8O2 in a non-equilibrium geometry.

Its maximum force is 3.097 eV Å⁻¹. The calculation puts the HOMO-LUMO gap (spin up / spin down) at 2.6 / 6.9 eV. As for the multiplicity: 2. As for the expectation value of S²: 0.751. For the highest occupied orbital energy (spin up / spin down), the calculation gives -9.58 / -13.95 eV. The net charge is +4.

Element x y z (Å)
Br  2.3325  -5.5060  -1.9558
Br  1.5322  2.8335  1.4211
Br  0.0572  -0.9691  -4.9460
O  2.7728  -9.5170  1.7181
O  -6.3645  1.4656  -5.9132
N  0.8436  -1.4394  -0.4314
N  2.9764  -6.3221  2.2649
N  -4.4299  0.1905  -3.7814
N  2.4130  3.4179  -3.0585
N  -1.1740  6.5634  1.3698
N  -5.0671  -2.0704  2.9549
N  4.9276  -3.2296  -5.3533
N  1.1456  -0.3669  5.4355
C  4.9965  -4.7836  -5.4043
C  -8.3210  -4.2242  5.3266
C  1.4920  3.1934  7.2429
C  0.4021  -0.1121  4.1038
C  -5.8589  0.8415  -3.6732
C  -0.1473  -0.5262  0.4307
C  -3.7208  -1.4097  3.3866
C  3.5014  3.2771  -1.9533
C  -4.7127  9.7485  -0.7388
C  5.9762  -4.0654  -3.3456
C  0.8597  0.7591  6.5030
C  2.0081  2.0846  -3.6372
C  -2.8755  8.3096  0.3141
C  2.1966  -2.4330  -8.1421
C  3.8937  4.6784  -1.3284
C  0.5589  8.2724  1.1318
C  1.2536  2.2115  6.0917
C  -4.1489  -0.8283  -2.6462
C  -5.0222  -2.4676  1.4487
C  -2.0402  1.3513  0.5541
C  -1.0511  0.5183  -0.3078
C  -2.5981  7.0901  1.1106
C  3.0316  -1.2790  0.5413
C  3.3427  -7.5796  3.2037
C  1.8941  2.1357  -5.1205
C  3.7501  -8.8439  2.4153
C  -4.3948  8.5110  0.1217
C  -5.1305  0.3730  3.2238
C  1.7453  -0.5892  -1.4080
C  2.8308  -2.2343  5.1198
C  -6.1635  1.9994  -4.6450
C  3.1675  -0.7588  -0.9051
C  -6.7150  -4.1977  3.3965
C  4.9727  4.4089  -0.2522
C  3.4865  -2.9154  -7.5281
C  5.0514  -2.9211  -3.8591
C  0.8802  7.1327  0.1798
C  1.4883  -2.8440  5.4096
C  2.6302  -0.6907  5.2457
C  1.0889  4.0342  -2.4299
C  0.1627  -2.4953  -1.2843
C  6.1849  -2.5904  -6.0136
C  0.6694  -1.7132  6.0299
C  -1.1762  5.2311  2.0994
C  1.8113  -2.1604  0.5646
C  2.1415  3.6020  -5.4545
C  -4.2652  -0.7053  -5.0764
C  -6.0781  -0.9310  3.2251
C  5.8079  -5.2437  -4.2198
C  -0.4340  6.3638  -0.0239
C  -5.3943  -3.3578  3.7985
C  2.8851  4.2642  -4.3328
C  4.0926  -6.0543  1.2553
C  1.6025  -6.5330  1.5835
C  -0.3175  7.6061  2.2302
C  -3.9219  -0.0296  3.9424
C  3.5647  -2.6376  -5.9601
C  2.8278  -5.0703  3.1747
C  -7.3295  -5.1090  4.4875
C  -3.2560  1.1649  -3.6788
H  -4.2539  -0.1192  -5.9954
H  -3.3667  1.8612  -4.5100
H  3.9705  4.1959  -4.4065
H  1.5335  8.5689  1.5195
H  0.5345  3.3780  7.7299
H  5.4093  -1.8924  -3.8158
H  -4.2078  0.0597  4.9904
H  4.0098  -1.6985  0.7764
H  3.6083  -2.5495  5.8157
H  2.0114  -5.2415  3.8763
H  1.6408  -0.6146  -2.4926
H  3.1069  -2.5487  4.1133
H  -6.5042  -5.4854  5.0919
H  -0.6807  -0.2317  4.0685
H  -0.2590  5.2970  -0.1628
H  -4.1766  -3.1540  1.4046
H  2.5715  -7.7440  3.9563
H  -2.4471  9.1346  0.8834
H  0.9032  -1.7002  7.0945
H  1.1061  1.6812  -3.1770
H  -5.3659  2.7422  -4.6322
H  3.9282  -5.0513  0.8616
H  2.1514  2.1011  5.4835
H  -2.2871  8.4067  -0.5983
H  4.3969  2.7256  -2.2397
H  3.5716  -1.6054  -5.6099
H  5.8054  -4.3265  -2.3012
H  -0.5710  1.2369  -0.9720
H  -0.6627  -2.1749  -1.9199
H  -1.5223  2.0571  1.2035
H  1.3593  5.0680  -2.2151
H  4.5455  4.0331  0.6776
H  1.5286  -3.6799  6.1081
H  2.8971  -0.6181  1.3976
H  -1.0840  8.1437  2.7884
H  1.6642  6.4617  0.5309
H  0.4673  2.5982  5.4433
H  -3.1100  6.2270  0.6850
H  0.6550  0.9097  3.8208
H  0.9393  1.8988  -5.5901
H  6.7083  -5.6894  -4.6425
H  0.9391  3.5401  -1.4700
H  -0.1543  4.9831  2.3861
H  -2.9957  7.2653  2.1102
H  -6.9231  -0.7838  2.5525
H  1.9712  -9.4778  2.2449
H  -5.1451  -1.3484  -5.0547
H  5.7715  3.7189  -0.5238
H  3.8104  -4.8992  3.6144
H  -5.0327  -1.4633  -2.5841
H  0.2546  7.1119  3.0154
H  -0.1004  0.5922  6.9912
H  -4.1839  10.6387  -0.3981
H  2.2014  -3.0925  0.1558
H  5.4407  5.3914  -0.1902
H  4.5332  -8.4628  1.7598
H  6.9781  -3.6376  -3.3820
H  4.2244  -7.2661  3.7626
H  4.1347  -6.7427  0.4113
H  -1.7884  5.2462  3.0011
H  -4.8098  8.6314  1.1224
H  -4.9801  7.6406  -0.1750
H  4.4221  5.2378  -2.1004
H  1.4811  -2.2665  1.5980
H  2.7245  3.6542  -6.3740
H  -7.9241  -5.9084  4.0455
H  -6.5542  -1.1146  4.1883
H  -4.4512  -3.9013  3.7404
H  0.8462  -6.6565  2.3587
H  -4.3146  9.5723  -1.7381
H  -3.2873  -1.2652  2.3970
H  7.0589  -3.1263  -5.6435
H  3.9878  -5.1512  -5.2158
H  0.0503  9.0507  0.5629
H  -7.2203  1.7690  -6.2248
H  2.2306  2.9477  8.0059
H  -3.3902  -1.3420  -4.9458
H  -2.5805  0.5760  1.0972
H  3.6023  -1.5951  -1.4526
H  3.6967  0.1892  -1.0023
H  5.3115  -5.0721  -6.4071
H  1.2891  -3.0185  -7.9950
H  -3.2044  0.7506  3.6885
H  1.2341  4.1479  -5.7130
H  5.2342  -6.0188  -3.7118
H  1.5709  -7.2886  0.7986
H  3.0599  2.6193  -1.2048
H  0.9127  -0.7559  3.3877
H  2.6217  5.3032  -4.1348
H  -9.0679  -4.6665  5.9858
H  -5.6095  -2.8863  4.7573
H  0.3583  3.9495  -3.2344
H  -3.4473  1.6876  -2.7416
H  1.9232  -1.4306  -7.8125
H  2.5641  1.3753  -5.5218
H  -1.5069  -0.1221  -1.0630
H  -2.3386  0.5786  -3.7322
H  5.0281  -6.0693  1.8144
H  4.3641  -2.5544  -8.0644
H  2.8512  -3.1603  -5.3232
H  1.3695  -5.6022  1.0666
H  2.8353  1.3958  -3.4656
H  -3.2680  -1.4573  -2.7747
H  -5.5456  1.2528  3.7154
H  -1.6347  4.5355  1.3965
H  0.9685  -3.2256  4.5308
H  -4.0357  -0.1920  -1.7685
H  0.9412  -2.8604  -1.9541
H  -0.9906  6.5612  -0.9400
H  -7.7684  -3.4256  5.8215
H  -4.8573  0.5813  2.1894
H  1.5488  0.4150  -1.0323
H  1.1889  7.5173  -0.7922
H  6.1476  -1.5194  -5.8148
H  -2.7602  1.8338  -0.1069
H  -5.9454  -3.0163  1.2624
H  -8.9019  -3.7492  4.5360
H  1.5077  0.4688  7.3300
H  -0.7778  -1.2964  0.8749
H  3.0802  5.2806  -0.9240
H  2.9992  -0.1251  4.3902
H  -0.2477  -3.3894  -0.8150
H  -0.3864  -1.8394  5.7906
H  2.6388  -4.1608  2.6045
H  -7.4584  -3.5520  2.9290
H  -7.1205  2.4973  -4.4887
H  -5.7915  9.8606  -0.8464
H  -6.6959  0.1514  -3.7785
H  2.3886  -2.3248  -9.2096
H  -4.8633  -1.6269  0.7733
H  3.1501  -0.2747  6.1087
H  4.0612  -2.9886  -3.4084
H  -5.9627  1.2523  -2.6689
H  -3.0844  -2.1945  3.7954
H  4.2599  -9.5231  3.0985
H  0.4530  0.0534  1.1321
H  6.1642  -2.7853  -7.0859
H  -6.2816  -4.8703  2.6563
H  3.4867  -3.9859  -7.7335
H  1.8491  4.1639  6.8984

Atomic forces in eV per Å
0.299 0.484 0.250
-0.173 -0.089 -0.231
-0.090 0.290 0.516
-0.693 0.329 -0.518
0.462 -0.520 -1.242
-0.775 -0.252 -0.409
-0.838 -0.634 0.530
0.888 -1.885 -1.002
-0.270 0.461 -0.019
0.706 0.553 -0.622
-1.569 0.693 -0.589
0.324 0.330 -0.350
-1.543 -0.855 0.657
-1.376 1.066 -0.459
0.466 0.123 -1.243
-0.444 0.182 0.211
2.013 0.606 0.294
0.320 0.938 0.498
0.511 0.543 -0.954
0.595 -1.184 -1.764
-1.357 1.497 0.621
0.448 -0.994 -0.318
0.813 2.298 1.127
1.484 -0.293 0.510
0.381 -1.374 0.892
0.748 0.963 -0.375
-0.296 1.379 -0.635
1.067 -2.327 -0.713
0.215 -0.711 0.738
-0.117 -1.091 -0.331
-1.553 1.175 -0.042
0.044 -0.432 1.819
0.459 -1.909 -0.486
0.543 -0.637 -1.275
0.071 -1.783 1.123
0.862 1.170 0.634
0.298 0.589 -0.867
-0.659 0.690 -1.113
0.878 1.232 0.710
0.067 0.728 0.790
-2.551 -0.853 -0.784
0.238 1.653 2.608
0.100 0.778 -0.304
0.043 -0.495 -0.184
-0.725 -1.011 0.451
2.247 -0.257 -0.631
-0.395 0.715 -0.208
-0.369 -0.562 1.793
-0.447 -1.084 -0.666
-0.776 -0.433 -1.168
-0.982 0.161 0.550
0.307 0.712 -0.453
2.720 0.094 -0.881
-0.074 -0.597 -0.738
-1.312 -1.237 -0.106
-0.068 -0.109 -0.126
-0.622 0.533 -0.499
1.450 0.317 -1.280
0.792 0.428 -1.626
-0.902 0.445 0.901
0.986 1.553 0.233
0.061 -1.223 -1.368
0.774 -0.730 1.361
-1.533 1.182 0.037
-0.453 -0.588 1.636
-0.301 0.324 0.634
0.453 0.959 -0.017
-0.786 -0.317 -1.620
-0.431 -0.249 1.242
1.997 -1.501 -0.234
0.745 -1.098 -0.808
-0.499 1.665 1.064
-1.929 0.000 -0.503
0.058 0.121 0.333
0.393 -0.058 0.042
-0.073 -0.262 0.158
-0.393 0.712 0.246
0.082 0.048 0.263
0.219 -0.206 0.444
0.698 -0.447 0.295
-0.291 -0.936 0.134
-0.057 0.020 -0.082
0.322 -0.070 0.050
-0.895 -0.886 0.178
0.413 0.440 -0.024
-0.213 -0.427 0.065
0.177 -0.425 0.702
0.187 -0.164 0.676
0.045 0.009 -0.331
-0.471 0.246 -0.390
-0.436 0.461 0.185
-0.389 0.327 0.029
0.134 0.217 0.328
0.062 0.152 -0.061
-0.096 -0.160 -0.106
0.108 0.186 -0.125
-0.331 -0.539 -0.489
-0.078 0.373 -0.987
-0.062 0.197 -0.599
-0.282 0.272 -0.051
1.001 -0.063 0.367
0.299 0.994 0.092
-0.025 -0.116 -0.023
-0.358 0.058 -0.170
-0.017 0.375 0.068
0.037 0.072 0.102
0.087 1.280 -0.644
0.213 0.663 -0.421
-0.094 0.023 0.292
0.098 0.179 -0.090
-0.085 -0.106 -0.010
-0.005 0.096 -0.109
-0.178 -0.407 0.721
0.350 0.091 0.687
-0.397 -0.367 -0.227
-0.087 -0.231 -0.481
-0.170 -0.262 0.076
0.400 -0.688 -0.596
-0.266 -0.417 -0.055
-0.007 0.080 -0.226
-0.180 -0.080 -0.481
-0.176 -0.291 0.484
0.073 0.011 0.206
0.174 -0.492 -0.533
-0.523 0.176 -0.915
-0.451 0.065 0.318
-1.207 -0.495 -0.413
0.237 -0.163 0.940
-0.041 -0.534 -0.495
0.263 -0.337 0.009
0.084 0.151 -0.110
-0.451 -0.088 0.279
-0.090 0.492 -0.045
0.028 0.461 0.274
0.568 -0.312 -0.746
-0.338 0.206 -0.215
-0.967 -0.069 -0.392
0.149 0.226 -0.005
0.479 -0.086 -0.181
0.412 0.044 0.209
-0.351 -0.331 0.357
0.210 -0.332 0.050
-0.084 -0.045 -0.201
0.519 0.113 -0.043
-0.020 0.441 0.319
-0.263 0.363 -0.456
0.047 0.212 0.452
0.103 -0.139 -0.396
-0.096 -0.687 -0.108
0.203 0.475 -0.091
-0.342 0.393 0.649
0.597 0.277 -0.150
0.291 -0.305 -0.041
0.131 -0.033 0.218
0.410 -0.385 0.186
0.808 -0.672 0.213
-0.216 -0.186 0.329
0.145 -0.038 -0.039
0.509 -0.253 0.440
-0.366 0.266 0.284
-0.442 -0.211 -0.105
0.012 -0.099 -0.087
0.588 -0.415 0.119
0.627 -0.462 0.391
-0.237 -0.038 0.497
0.531 0.086 0.044
0.098 0.135 0.161
0.273 0.568 -0.388
-1.086 0.117 0.021
0.088 0.138 0.012
0.009 -0.052 -0.010
-0.166 0.501 0.231
-0.461 -0.037 -0.554
0.152 0.075 -0.030
-0.094 0.016 0.647
0.068 0.469 -0.560
-0.543 -0.105 -0.427
0.359 -0.295 0.242
0.056 0.141 -0.339
-0.100 -0.398 0.276
-0.051 -0.111 0.001
-0.570 1.089 0.636
-0.116 -0.038 0.328
-0.362 0.247 -0.197
-0.593 0.270 -0.508
0.238 0.129 0.053
0.261 -0.211 0.041
0.089 0.241 0.032
0.067 0.241 -0.222
-0.345 0.298 0.168
0.419 -0.044 -0.063
-0.115 0.162 0.534
-0.062 -0.362 -0.039
-0.102 -0.064 -0.103
0.449 0.331 1.032
-0.111 0.196 0.444
-0.360 -0.414 -0.479
-0.007 0.028 0.038
0.282 0.120 1.602
0.162 0.396 0.208
0.705 -0.749 -0.184
-0.304 -0.202 -0.120
-0.108 0.128 0.392
-0.123 -0.199 0.094
-0.141 -0.110 -0.135
0.466 -0.122 0.262
-0.034 0.234 0.680
0.049 0.105 0.419
0.327 -0.477 0.205
-0.190 0.126 0.122
-0.521 -0.046 -0.497
0.284 -0.257 0.527
-0.193 -0.070 -0.473